one) Molecular formula: C10H15N2
Method: DFT, ωB97M-V/def2-TZVPD

The value obtained for the molar mass is 163.24 g/mol. Its spin multiplicity is 1. As for the charge: +1. The calculation puts the gap between HOMO and LUMO at 9.08 eV. The HOMO energy comes out at -12.4 eV. The value obtained for the LUMO energy is -3.354 eV.

Atoms and positions in Å:
C1 1.76881 -2.02136 0.27990
C2 2.59764 0.26166 -0.10097
H1 4.29897 0.92738 -1.30682
H2 -3.43900 -1.57853 1.32880
H3 -2.73121 0.97789 -1.61167
C3 2.83099 -1.07284 0.02645
H4 3.17021 2.21147 -0.89560
H5 1.18604 1.76578 -0.38975
N1 -1.46615 1.43784 0.77597
H6 3.86583 -1.38508 0.05969
H7 1.94596 -3.10677 0.13500
C4 -2.08522 -0.01731 -1.35713
C5 0.48798 -1.59253 0.45557
H8 -2.07906 1.25282 1.66396
N2 -2.35382 -0.76410 -0.16638
C6 -1.24829 0.09905 0.00070
H9 -0.34073 -2.22794 0.68602
C7 -3.60914 -0.80722 0.60499
C8 3.70984 1.27340 -0.49727
H10 -3.83757 0.17784 1.12833
H11 -1.44929 -0.56529 -2.16922
C9 0.17043 -0.31203 0.12137
H12 4.30618 1.48024 0.42532
H13 -0.41413 1.79174 0.84028
H14 -4.39405 -0.99434 -0.22257
C10 1.23100 0.69254 -0.08984
H15 -2.12220 2.09570 0.27487

---

two) Molecular formula: C10H15N2
Method: DFT, ωB97M-V/def2-TZVPD

The value obtained for the molar mass is 163.24 g/mol. Its spin multiplicity is 1. As for the charge: +1. The calculation puts the gap between HOMO and LUMO at 8.76 eV. The HOMO energy comes out at -12.5 eV. The value obtained for the LUMO energy is -3.779 eV.

Atoms and positions in Å:
H1 0.38873 1.58255 -1.87410
C1 -0.04982 -0.21368 0.66857
C2 -0.84955 2.36936 0.55954
H2 -2.72323 3.01001 -0.22408
H3 -0.73797 -1.50798 2.24738
C3 0.49760 -2.55058 -0.62795
C4 0.62169 -3.86405 -1.40555
H4 0.99795 -1.33420 -2.36179
C5 0.15220 -2.59539 0.72985
H5 -2.66175 1.17523 0.20546
C6 -0.16535 3.57758 1.14851
C7 0.65262 -1.33663 -1.28171
H6 1.61447 -4.35859 -1.44158
H7 0.73746 3.73656 0.67127
C8 -2.08905 2.13770 0.24369
H8 0.04142 -4.51465 -0.87186
N1 0.45056 -0.17411 -0.58732
H9 2.11507 0.90478 -1.33988
H10 -0.14570 1.07852 2.26262
H11 0.12211 3.46964 2.16783
H12 0.24392 -3.87148 -2.49552
C9 1.03827 1.12609 -1.03587
H13 -0.02625 -3.43925 1.35422
N2 0.02261 0.96388 1.30375
H14 -0.93390 4.31404 0.95292
C10 -0.32911 -1.45960 1.30439
H15 1.01502 1.77426 -0.27280

---

Comparing the structures above, two) comes out on top by 7.6 kcal/mol.